{
  "formula": "C14H42O7",
  "method": "ωB97M-V with the def2-TZVPD basis set",
  "elements": ["C", "C", "O", "H", "H", "H", "H", "H", "H", "C", "C", "O", "H", "H", "H", "H", "H", "H", "C", "C", "O", "H", "H", "H", "H", "H", "H", "C", "C", "O", "H", "H", "H", "H", "H", "H", "C", "C", "O", "H", "H", "H", "H", "H", "H", "C", "C", "O", "H", "H", "H", "H", "H", "H", "C", "C", "O", "H", "H", "H", "H", "H", "H"],
  "positions_angstrom": [[5.190376, -7.130023, 2.883854], [3.865016, -6.962282, 2.133545], [2.895144, -6.255730, 2.910013], [5.783424, -7.829583, 2.294459], [5.124714, -7.472387, 3.913821], [5.651070, -6.138782, 2.924546], [3.402057, -7.947922, 2.014986], [4.033305, -6.540416, 1.143573], [2.651334, -5.394012, 2.513223], [3.052775, -11.476575, 5.697794], [2.672137, -10.019424, 5.748334], [3.574065, -9.403822, 6.668672], [3.920749, -11.639217, 5.056370], [2.291050, -12.097947, 5.211610], [3.138530, -11.857122, 6.712615], [1.658732, -9.942033, 6.160579], [2.647190, -9.494701, 4.792155], [3.563690, -8.443313, 6.558048], [3.608146, -2.814016, 3.228816], [2.828793, -2.662998, 1.940070], [2.071756, -3.868289, 1.717243], [4.115435, -3.776171, 3.147698], [2.957255, -2.833920, 4.104221], [4.277411, -1.968271, 3.367044], [3.531493, -2.597702, 1.105146], [2.161272, -1.800089, 1.976986], [1.587701, -3.834573, 0.889659], [-1.201407, -8.838568, 5.670847], [-2.555294, -8.223079, 6.060029], [-2.437490, -7.488176, 7.274398], [-1.342960, -9.534553, 4.843090], [-0.806323, -9.419397, 6.508243], [-0.435472, -8.093811, 5.456848], [-3.271357, -9.045255, 6.120197], [-2.885649, -7.514990, 5.296157], [-3.031613, -7.873244, 7.923007], [-0.592639, -7.081868, 10.479060], [-0.562033, -7.218687, 12.000641], [-1.481270, -8.185914, 12.522136], [-0.664908, -8.000069, 9.890298], [0.397601, -6.697644, 10.227816], [-1.407633, -6.450876, 10.129570], [-0.837345, -6.302555, 12.518817], [0.441850, -7.525478, 12.313908], [-1.324251, -9.035781, 12.101798], [1.521209, -6.179023, 7.714276], [1.649779, -5.757684, 6.253759], [2.577799, -6.657100, 5.639231], [0.912057, -7.070890, 7.862729], [1.035047, -5.386085, 8.289654], [2.485450, -6.398549, 8.175820], [1.960380, -4.715257, 6.138468], [0.667481, -5.920731, 5.791910], [2.591847, -6.382069, 4.694431], [-0.694735, -3.023863, 10.000086], [-0.530516, -1.908982, 11.011209], [-1.800670, -1.309462, 11.261510], [-1.345004, -3.836871, 10.306206], [0.264279, -3.394463, 9.635818], [-1.119825, -2.549549, 9.108733], [0.206308, -1.166034, 10.672722], [-0.098656, -2.263910, 11.960777], [-1.659183, -0.673939, 11.970737]],
  "forces_ev_per_a": [[-0.29, 0.77, -0.63], [-0.45, -1.09, 1.20], [0.01, 0.85, -0.28], [0.34, 0.12, 0.16], [-0.44, -0.23, -0.07], [0.38, -0.19, -0.06], [0.25, -0.05, -0.35], [-0.10, 0.26, 0.03], [0.13, -0.44, -0.06], [-0.46, -0.41, -1.03], [-0.37, 0.28, 0.92], [0.27, 0.13, -0.19], [0.40, 0.02, 0.59], [-0.26, 0.30, 0.09], [0.47, -0.01, -0.03], [-0.08, 0.05, -0.07], [0.26, -0.18, -0.17], [-0.32, -0.06, -0.19], [-0.55, -0.23, -0.16], [0.00, -0.27, -0.29], [-0.02, -0.01, 0.55], [0.42, 0.23, 0.37], [-0.11, -0.13, -0.09], [0.29, -0.16, -0.13], [-0.01, 0.47, 0.03], [0.03, 0.02, -0.16], [0.02, 0.16, -0.07], [-0.30, -0.01, 0.51], [0.88, -0.09, -0.37], [-0.15, -0.19, 0.17], [0.17, 0.19, -0.19], [-0.16, -0.05, 0.05], [-0.13, 0.07, -0.27], [-0.22, 0.19, 0.19], [-0.08, -0.17, -0.11], [0.04, 0.07, 0.05], [0.38, 0.19, 0.26], [-0.28, -1.24, -0.07], [-0.30, 0.16, 0.00], [-0.06, -0.33, 0.53], [-0.28, 0.50, -0.37], [0.18, 0.24, -0.03], [0.17, 0.17, -0.21], [0.06, 0.26, 0.00], [0.11, 0.05, -0.07], [-0.12, 0.43, 0.27], [-0.16, -1.38, 0.58], [-0.21, 0.80, -0.56], [-0.04, -0.04, -0.38], [0.06, -0.02, 0.00], [0.14, 0.22, -0.15], [0.03, -0.03, 0.06], [0.03, 0.44, -0.09], [0.42, -0.63, 0.30], [0.09, 0.88, -0.83], [0.48, -0.26, 0.69], [0.30, 0.03, -0.02], [0.04, 0.00, 0.22], [0.09, -0.20, 0.42], [-0.28, -0.21, 0.05], [-0.27, -0.02, -0.35], [-0.22, -0.25, -0.12], [-0.22, 0.01, -0.06]],
  "spin_multiplicity": 1,
  "relative_energy_kj_mol": 181.8,
  "energy_ev": -29529.59019,
  "gap_ev": 9.896,
  "total_charge": 0
}



{
  "formula": "C19H37O9Rb2",
  "method": "ωB97M-V with the def2-TZVPD basis set",
  "elements": ["Rb", "Rb", "O", "C", "O", "O", "H", "C", "C", "O", "C", "H", "H", "H", "H", "H", "H", "C", "C", "O", "C", "H", "H", "H", "H", "H", "H", "C", "C", "O", "C", "H", "H", "H", "H", "H", "H", "C", "C", "O", "C", "H", "H", "H", "H", "H", "H", "C", "C", "O", "C", "H", "H", "H", "H", "H", "H", "C", "C", "O", "C", "H", "H", "H", "H", "H", "H"],
  "positions_angstrom": [[-6.465784, 0.175859, -1.151164], [-2.618954, 3.714609, -5.801854], [0.052146, 0.312759, -0.920044], [-1.262844, 0.176599, -1.020354], [-1.784354, 0.897149, -1.871434], [-1.990394, -0.569011, -0.344674], [-0.129564, 1.039439, -1.520484], [-1.184734, -4.992951, 2.907186], [-2.354914, -5.072551, 3.857006], [-2.265294, -5.177411, 5.072056], [-3.735524, -4.990321, 3.292646], [-1.291794, -5.757261, 2.137466], [-0.255124, -5.165821, 3.449436], [-1.173404, -4.047881, 2.364206], [-3.647344, -4.334131, 2.426766], [-4.429454, -4.574711, 4.023286], [-3.964044, -6.028081, 3.049866], [-3.218484, 2.252429, 3.969786], [-4.488234, 1.547969, 4.431416], [-5.451074, 1.351319, 3.655656], [-4.443934, 1.032279, 5.843606], [-3.438074, 2.709009, 3.004696], [-2.419124, 1.521149, 3.849966], [-2.761854, 2.972289, 4.649016], [-3.483364, 0.564249, 6.058926], [-5.247764, 0.320609, 6.032016], [-4.559904, 1.880929, 6.517736], [0.261206, 5.646519, 0.595406], [0.705626, 5.998529, 1.998806], [0.477196, 7.109889, 2.513806], [1.500216, 4.958489, 2.821346], [1.042126, 6.007219, -0.074034], [-0.692094, 6.134569, 0.392616], [0.155066, 4.565779, 0.501456], [1.606446, 5.334539, 3.838886], [2.482366, 4.705209, 2.422166], [0.907486, 4.043739, 2.822106], [4.714656, -2.104261, -0.401294], [5.042126, -0.963401, 0.564376], [5.813886, -0.071201, 0.164166], [4.163586, -0.793521, 1.818486], [3.653556, -2.052141, -0.645084], [5.030816, -3.037001, 0.065766], [5.244136, -2.007381, -1.349114], [4.275656, -1.716991, 2.386586], [3.116356, -0.857901, 1.523086], [4.441046, 0.105559, 2.368726], [-2.690384, -3.966541, -4.755824], [-1.875024, -5.206201, -5.038914], [-2.205574, -5.936081, -5.948834], [-0.563514, -5.371461, -4.231904], [-2.736504, -3.671131, -3.707634], [-3.721404, -4.057651, -5.097584], [-2.292344, -3.094161, -5.274124], [0.060596, -6.189211, -4.592294], [-0.778984, -5.592691, -3.186564], [-0.054094, -4.410501, -4.303684], [4.008626, 2.171529, -4.804944], [3.499296, 3.547649, -4.570774], [2.310866, 3.743029, -4.331994], [4.480956, 4.705739, -4.529664], [4.334676, 1.832309, -3.821714], [4.899396, 2.166479, -5.433124], [3.207056, 1.473629, -5.046894], [4.977076, 4.766189, -3.560984], [3.973476, 5.647249, -4.739744], [5.237506, 4.677099, -5.313824]],
  "forces_ev_per_a": [[0.48, -0.09, 0.31], [0.30, -0.10, 0.20], [0.96, -0.29, 0.72], [-4.34, -2.92, 2.02], [-0.71, 2.96, -3.17], [1.10, -1.14, 1.25], [2.36, 1.57, -1.13], [0.03, -0.42, 0.24], [-0.30, 0.39, 1.92], [0.83, -0.03, -0.98], [0.54, 0.34, -0.46], [-0.04, -0.15, -0.03], [-0.07, 0.17, -0.08], [0.01, 0.15, 0.19], [-0.60, -0.30, -0.37], [0.10, -0.25, -0.05], [-0.51, 0.14, -0.40], [-0.38, -0.03, -0.52], [-1.12, -0.51, -1.44], [2.29, 0.59, 1.85], [-0.50, -0.15, -0.11], [0.25, 0.06, 0.05], [-0.15, -0.34, -0.22], [-0.55, 0.13, 0.25], [0.04, 0.07, -0.05], [0.03, 0.09, -0.05], [0.05, 0.05, 0.10], [-0.05, -0.09, 0.71], [0.48, 2.06, 1.85], [0.23, -2.47, -1.45], [-0.83, 0.42, -0.32], [-0.10, -0.04, -0.19], [0.17, 0.09, -0.12], [0.07, 0.03, -0.19], [0.01, -0.02, -0.14], [-0.06, 0.17, -0.26], [0.07, -0.19, 0.11], [0.45, 0.24, 0.51], [0.26, 2.68, -2.02], [-1.30, -1.86, 1.49], [0.93, -1.03, -0.85], [-0.13, -0.41, 0.35], [-0.50, -0.28, -0.10], [0.24, 0.25, 0.27], [0.24, 0.13, 0.52], [-0.05, 0.53, -0.16], [-0.18, -0.23, -0.05], [-0.61, 0.54, 0.47], [0.55, -0.19, -0.45], [0.30, 0.07, 0.63], [-0.90, -0.12, -0.45], [0.27, -0.20, 0.16], [0.10, -0.37, -0.16], [0.37, -0.10, -0.15], [-0.16, 0.18, -0.30], [-0.13, 0.28, 0.08], [0.22, -0.07, 0.20], [0.29, -0.20, 0.55], [-1.22, 0.77, 0.34], [0.87, -0.09, -0.39], [-0.08, 0.34, -0.64], [0.29, -0.03, 0.23], [-0.28, -0.26, -0.21], [0.15, 0.20, -0.49], [-0.01, -0.08, 0.01], [-0.33, -0.09, 0.45], [0.21, -0.55, 0.13]],
  "spin_multiplicity": 1,
  "relative_energy_kj_mol": 438.0,
  "energy_ev": -40033.49080,
  "gap_ev": 4.955,
  "total_charge": 1
}



{
  "formula": "C23H29N3O8S",
  "method": "ωB97M-V with the def2-TZVPD basis set",
  "elements": ["O", "C", "C", "O", "C", "O", "C", "C", "C", "O", "C", "N", "S", "O", "O", "C", "C", "C", "C", "N", "O", "O", "C", "C", "N", "C", "C", "C", "C", "C", "C", "C", "C", "C", "C", "H", "H", "H", "H", "H", "H", "H", "H", "H", "H", "H", "H", "H", "H", "H", "H", "H", "H", "H", "H", "H", "H", "H", "H", "H", "H", "H", "H", "H"],
  "positions_angstrom": [[0.201542, 0.596761, 3.062463], [-0.070258, 1.344343, 2.148234], [-1.443670, 2.053744, 2.085515], [-2.367738, 1.359708, 1.243359], [-2.272814, 1.522383, -0.063307], [-1.441821, 2.203308, -0.615345], [-3.382767, 0.796730, -0.811101], [-4.620579, 1.723711, -0.929621], [-5.781674, 0.909835, -0.320337], [-6.566520, 0.279166, -1.286432], [-5.044681, -0.076907, 0.603432], [-3.812217, -0.396268, -0.103014], [-3.945223, -1.727174, -1.119991], [-4.486300, -1.348516, -2.401873], [-4.589781, -2.775385, -0.399088], [-2.212778, -2.141373, -1.331302], [-1.640625, -2.099817, -2.589789], [-0.311941, -2.456648, -2.740845], [0.405974, -2.856909, -1.620786], [1.796057, -3.239188, -1.778572], [2.292479, -3.095041, -2.872866], [2.370530, -3.670017, -0.805079], [-0.170996, -2.899181, -0.355450], [-1.496416, -2.531287, -0.212931], [0.735170, 1.668713, 1.129595], [2.079581, 1.128693, 0.919810], [2.980144, 1.473056, 2.109113], [4.384974, 0.930347, 1.850363], [4.321542, -0.587003, 1.683428], [3.426633, -0.930531, 0.494375], [3.994548, -0.299787, -0.776014], [4.054387, 1.217376, -0.604178], [4.954610, 1.562403, 0.581161], [2.647495, 1.761051, -0.350182], [2.019258, -0.391787, 0.746840], [-1.891813, 2.031782, 3.079559], [-1.323473, 3.083067, 1.733097], [-2.995296, 0.518163, -1.794591], [-4.833730, 1.972119, -1.967176], [-4.464870, 2.647317, -0.373140], [-6.472090, 1.545705, 0.239317], [-6.016011, -0.310316, -1.829481], [-5.604609, -0.995119, 0.771529], [-4.786935, 0.387476, 1.557177], [-2.245425, -1.800322, -3.431193], [0.174481, -2.438622, -3.704474], [0.423667, -3.215650, 0.487909], [-1.988264, -2.549416, 0.745571], [0.347738, 2.217063, 0.371665], [2.564268, 1.031350, 3.014649], [3.009932, 2.557243, 2.240657], [5.026841, 1.178419, 2.702278], [3.921336, -1.042746, 2.590754], [5.324186, -0.986136, 1.519121], [3.383322, -2.018881, 0.377700], [3.370389, -0.551304, -1.636955], [4.994847, -0.691387, -0.968242], [4.456151, 1.673467, -1.515528], [5.016667, 2.646595, 0.699215], [5.963687, 1.187264, 0.399980], [1.998058, 1.530300, -1.198807], [2.683799, 2.847000, -0.235273], [1.598372, -0.837287, 1.648621], [1.358648, -0.625656, -0.093523]],
  "forces_ev_per_a": [[0.05, -0.33, 0.42], [-0.71, 0.47, -0.22], [0.39, 0.22, 0.25], [-0.25, -0.28, 0.35], [0.08, -0.08, -0.65], [-0.16, 0.08, -0.04], [0.55, 0.51, -0.28], [-0.16, -0.13, 0.05], [0.21, 0.26, 0.39], [-0.19, -0.35, -0.36], [-0.73, 0.09, 0.19], [0.07, -1.07, -0.52], [0.66, 0.07, 0.30], [0.20, 0.06, -0.23], [-0.01, -0.07, 0.29], [-0.43, 0.20, -0.08], [-0.16, 0.04, 0.01], [0.31, -0.12, 0.12], [-1.22, 0.32, 0.07], [0.32, -0.05, -0.06], [0.20, 0.02, -0.29], [0.15, -0.25, 0.22], [0.16, -0.08, -0.13], [0.04, -0.04, 0.00], [0.45, 0.16, -0.46], [-0.22, -0.03, 0.22], [0.13, -0.10, -0.01], [0.18, 0.08, 0.19], [-0.04, 0.09, -0.03], [0.01, -0.35, -0.04], [-0.02, 0.02, 0.06], [0.09, 0.10, -0.22], [-0.04, -0.03, 0.02], [0.10, -0.09, 0.06], [0.17, -0.01, 0.00], [0.14, -0.01, -0.17], [-0.10, -0.11, 0.04], [0.07, 0.26, 0.14], [-0.02, 0.05, 0.05], [0.01, 0.05, -0.02], [0.16, -0.04, 0.02], [-0.14, 0.15, 0.01], [-0.12, 0.15, 0.16], [0.01, -0.05, -0.04], [0.01, 0.04, -0.13], [-0.02, 0.01, 0.00], [-0.01, 0.01, 0.03], [0.04, -0.02, 0.20], [-0.11, -0.06, 0.20], [-0.01, 0.04, 0.01], [-0.03, 0.07, -0.01], [-0.04, 0.00, -0.04], [0.01, -0.06, 0.07], [0.06, -0.05, 0.02], [0.02, 0.20, 0.03], [-0.02, -0.05, -0.07], [0.06, -0.04, -0.06], [-0.04, -0.01, 0.05], [0.05, 0.06, 0.01], [0.08, 0.02, -0.02], [-0.08, 0.00, -0.05], [-0.05, 0.09, 0.01], [-0.07, -0.02, 0.01], [-0.02, 0.03, -0.03]],
  "spin_multiplicity": 1,
  "relative_energy_kj_mol": 287.2,
  "energy_ev": -56006.10178,
  "gap_ev": 8.410,
  "total_charge": 0
}



{
  "formula": "C5H14",
  "method": "ωB97M-V with the def2-TZVPD basis set",
  "elements": ["C", "C", "C", "H", "H", "H", "H", "H", "H", "H", "H", "C", "C", "H", "H", "H", "H", "H", "H"],
  "positions_angstrom": [[1.251114, 0.977458, -0.547909], [1.305925, 1.248359, 0.938368], [0.008198, 1.924173, 1.441882], [2.206609, 0.565586, -0.866341], [0.790569, 1.809178, -1.210032], [0.512637, 0.098211, -0.765743], [1.473151, 0.502935, 1.485803], [2.174636, 1.866403, 1.106932], [-0.836676, 1.355975, 1.252404], [-0.038190, 1.652234, 2.452563], [-0.088348, 2.979687, 1.617755], [-1.092307, -1.758100, -0.141379], [-1.084577, -2.054929, -1.653440], [-2.042243, -1.462659, 0.227535], [-0.799234, -2.566424, 0.499159], [-0.527040, -0.894031, 0.139239], [-1.316311, -1.111507, -2.264407], [-1.846813, -2.770673, -1.882324], [-0.051105, -2.361876, -1.830060]],
  "forces_ev_per_a": [[-2.25, -1.65, -1.45], [-2.07, 7.37, -4.62], [2.08, -0.37, 1.48], [0.13, 0.50, -0.57], [1.38, -1.01, 1.24], [1.35, 1.64, 0.36], [1.13, -6.68, 3.99], [0.19, 0.71, 0.20], [-2.06, -0.42, -1.87], [0.51, -0.41, 2.33], [-0.11, 0.64, -1.32], [-0.58, 0.40, -0.30], [0.47, 2.07, 0.69], [-1.41, 0.03, 0.09], [0.41, -0.70, 0.01], [0.77, 0.18, -0.03], [0.45, -1.29, 0.90], [-0.04, -0.70, -0.35], [-0.36, -0.32, -0.79]],
  "spin_multiplicity": 1,
  "relative_energy_kj_mol": 182.7,
  "energy_ev": -5410.15623,
  "gap_ev": 12.134,
  "total_charge": 0
}